# C24H19ClN2O3S

C24H19ClN2O3S in the gas phase in a non-equilibrium geometry (ωB97M-V/def2-TZVPD, the OMol25 dataset).

Output
Frontier orbital gap   8.30 eV
Charge   0
SMILES   CCOC(=O)CC(=O)CSc1nc(-c2ccccc2)cc(-c2ccc(Cl)cc2)c1C#N
HOMO energy   -8.77 eV
LUMO energy   -0.5 eV

Last column: Mulliken charge in e.
Cartesian coordinates (Å):
H (-1.328, 1.545, 3.958)  0.266
C (-0.825, 3.184, 5.297)  -1.338
C (-4.090, -3.683, -1.014)  -0.812
N (1.504, -0.512, -0.670)  -0.147
C (1.839, 2.513, 0.541)  0.525
C (1.973, -0.983, -5.369)  -0.711
C (-4.800, -1.693, 0.146)  -0.900
N (-1.632, -0.650, 2.866)  -0.646
C (-0.494, -0.894, 0.591)  0.454
C (2.767, 1.410, 0.987)  -0.571
C (-3.505, -1.213, 0.109)  -0.263
C (-5.086, -2.929, -0.413)  0.431
C (1.743, -1.029, -2.974)  0.535
H (-1.577, 3.866, 4.907)  0.310
C (0.924, -1.011, -1.759)  0.107
O (2.115, 2.809, 3.783)  -0.575
C (3.928, -1.105, -3.987)  -0.650
H (-0.831, -1.926, -2.606)  0.650
H (0.057, 3.754, 5.580)  0.337
O (1.283, 2.500, -0.525)  -0.563
C (0.830, -0.446, 0.452)  0.218
H (1.521, -0.932, -6.349)  0.390
H (3.211, 0.886, 0.142)  0.405
H (-5.583, -1.113, 0.606)  0.414
H (5.002, -1.157, -3.888)  0.386
H (0.785, 4.238, 1.229)  0.305
C (1.171, -0.972, -4.243)  -0.490
H (0.328, 1.483, 4.620)  0.324
C (3.132, -1.087, -2.859)  -0.334
S (1.669, 0.230, 1.853)  -0.219
H (2.525, 4.192, 1.653)  0.365
C (-0.381, -1.505, -1.722)  -0.941
H (3.972, -1.067, -6.129)  0.385
H (-3.286, -0.244, 0.531)  0.556
Cl (-6.701, -3.537, -0.362)  -0.213
C (-2.800, -3.191, -1.056)  -0.407
C (-2.490, -1.956, -0.489)  0.170
H (-4.324, -4.644, -1.443)  0.415
H (3.501, 1.733, 1.720)  0.442
C (3.351, -1.055, -5.246)  -0.375
H (3.570, -1.131, -1.874)  0.421
O (-0.009, 2.765, 3.041)  -0.280
H (-1.220, 2.687, 6.178)  0.409
C (1.287, 3.020, 2.936)  0.555
C (-1.112, -1.451, -0.542)  1.153
H (-2.018, -3.782, -1.510)  0.494
C (-0.462, 2.143, 4.250)  -0.016
C (1.606, 3.608, 1.569)  -0.768
C (-1.139, -0.777, 1.836)  -0.587
H (0.100, -0.889, -4.353)  0.382

***

# C24H19ClN3O3Sm

A molecular structure, C24H19ClN3O3Sm in a non-equilibrium geometry (ωB97M-V/def2-TZVPD, the OMol25 dataset).

Output
Frontier orbital gap (alpha / beta)   6.71 / 6.67 eV
Charge   0
2S+1   6
HOMO energy (alpha / beta)   -7.76 / -7.71 eV
LUMO energy (alpha / beta)   -1.1 / -1.0 eV

Last column: Mulliken spin population.
Cartesian coordinates (Å):
C (1.987, 2.194, 0.411)  0.004
C (0.047, -1.859, 1.472)  -0.003
C (-1.414, 1.570, -4.635)  0.000
C (-0.347, -3.129, 3.456)  0.000
C (0.977, -0.366, -1.719)  -0.004
C (2.774, 1.632, 1.394)  -0.005
H (0.371, 1.785, -5.812)  0.000
C (-1.653, -2.668, 3.467)  -0.001
Cl (-0.396, 2.929, -0.689)  -0.001
C (3.018, -1.144, -0.759)  0.001
C (0.514, -2.725, 2.451)  0.000
H (-2.075, 2.062, -5.334)  0.000
H (0.348, 0.869, 3.645)  0.000
H (1.802, 0.637, -4.157)  0.000
C (0.179, 0.310, -2.790)  -0.002
O (5.101, -0.708, -1.737)  0.000
C (-5.134, -0.029, -0.409)  -0.002
N (-1.129, 0.459, -2.547)  -0.003
O (-3.802, 0.341, -0.680)  -0.004
H (-1.829, 1.583, 2.898)  0.002
C (0.614, 2.254, 0.616)  -0.006
H (-3.051, -1.416, 2.425)  -0.001
H (2.946, -0.182, -2.632)  0.000
C (0.747, 0.770, -3.968)  0.000
C (0.914, -1.401, 0.344)  -0.006
C (-0.047, 1.820, 1.766)  -0.001
H (2.779, 0.699, 3.329)  0.000
Sm (-1.826, 0.448, -0.131)  5.056
C (4.553, -1.228, -0.747)  0.000
H (-1.919, 2.835, 1.633)  -0.001
H (1.535, -3.076, 2.423)  0.000
N (0.277, -0.772, -0.651)  0.002
H (2.832, -2.087, 1.113)  0.000
H (3.842, 1.540, 1.245)  0.000
C (-1.906, 1.064, -3.448)  0.001
C (2.167, 1.149, 2.556)  0.002
C (2.343, -0.540, -1.809)  -0.002
H (0.006, -3.803, 4.226)  0.000
C (0.802, 1.237, 2.731)  -0.001
H (-5.535, -0.680, -1.190)  0.000
H (-2.357, -2.959, 4.234)  0.000
H (2.420, 2.557, -0.512)  0.000
H (-5.206, -0.570, 0.541)  0.000
H (-2.955, 1.142, -3.185)  -0.001
N (-1.222, -1.426, 1.478)  0.004
C (2.277, -1.616, 0.313)  -0.001
C (-0.061, 1.411, -4.893)  0.000
H (-5.782, 0.848, -0.337)  0.000
O (5.026, -1.806, 0.251)  0.000
C (-1.507, 1.858, 1.896)  -0.026
C (-2.044, -1.815, 2.454)  -0.001

***

no.,energy (eV),molecular weight (g mol⁻¹)
1,-57677.4549,450.9
2,-66237.8500,583.2